A single C18H22ClF2N3O4 molecule. Source: the OMol25 dataset; level of theory: ωB97M-V/def2-TZVPD.

```
50
Properties=species:S:1:pos:R:3:forces:R:3
C -1.45534 -0.53996 -0.68180 -0.1 0.1 0.0
N -0.35266 -1.47691 -0.52326 0.0 0.0 -0.1
C 0.83055 -0.89011 0.09989 0.2 -0.2 0.1
C 1.76972 -0.25798 -0.92354 -0.3 0.5 -0.1
C 2.91699 0.57182 -0.32833 0.2 -0.4 0.2
C 2.62917 1.24957 1.00699 -0.1 0.2 -0.1
N 1.58811 2.25863 0.87531 -0.1 0.1 0.0
C 0.47045 2.29101 1.63992 0.0 -0.2 0.0
O 0.21227 1.48340 2.51142 0.0 0.0 0.0
C -0.46997 3.39702 1.30647 0.0 0.1 0.1
C -0.29530 4.59022 0.69525 0.1 0.0 -0.1
C -1.58648 5.21709 0.69924 -0.1 0.0 0.1
N -1.98959 6.40134 0.22310 0.0 0.0 0.0
C -3.25850 6.66446 0.40264 0.0 0.0 0.0
Cl -3.83022 8.19118 -0.19934 0.0 0.0 0.0
C -4.18900 5.82456 1.03680 -0.1 0.0 0.0
C -3.77456 4.60436 1.53003 0.0 0.0 0.0
C -2.43462 4.32068 1.34425 0.1 0.0 0.0
O -1.75619 3.21066 1.72228 0.0 -0.1 0.0
C -0.54944 -2.75868 -0.90819 -0.1 0.0 -0.1
O -1.63117 -3.14405 -1.33737 0.1 0.0 0.0
C 0.54558 -3.83092 -0.72102 0.2 -0.1 0.2
C 0.27208 -4.45947 0.65046 0.0 0.0 0.1
O 1.85283 -3.25984 -0.74897 -0.1 0.0 0.0
C 0.41098 -4.83900 -1.86679 0.0 0.0 -0.1
C 1.11968 -6.14311 -1.63812 0.0 0.0 0.0
F 1.09206 -6.88767 -2.77691 0.0 0.0 0.0
F 2.45728 -5.94281 -1.34234 0.0 0.0 0.0
H -2.28188 -1.02438 -1.18879 0.0 0.0 0.0
H -1.78778 -0.18859 0.29847 0.0 0.0 0.0
H -1.13054 0.32337 -1.26729 0.0 0.0 0.0
H 0.45757 -0.14628 0.80153 0.0 0.0 0.0
H 1.35540 -1.63607 0.69138 0.0 0.0 0.0
H 2.17270 -1.04134 -1.56212 0.0 0.0 0.0
H 1.16342 0.38837 -1.56686 0.0 0.0 0.0
H 3.78216 -0.07769 -0.16552 0.0 0.0 0.0
H 3.24656 1.32097 -1.05396 0.0 0.0 0.0
H 2.29531 0.53878 1.75949 0.0 0.0 0.0
H 3.54132 1.71678 1.38631 0.0 0.0 0.0
H 1.65931 2.91541 0.11601 0.0 0.0 0.0
H 0.62185 5.00052 0.30708 0.0 0.0 0.0
H -5.21473 6.14815 1.12927 0.0 0.0 0.0
H -4.44829 3.92071 2.02727 0.0 0.0 0.0
H -0.71674 -4.91962 0.66748 0.0 0.0 0.0
H 1.02114 -5.21310 0.89687 0.0 0.0 0.0
H 0.31098 -3.68832 1.42048 0.0 0.0 0.0
H 2.47933 -3.99091 -0.80334 0.0 0.0 0.0
H -0.64175 -5.05732 -2.03466 0.0 0.0 0.0
H 0.81149 -4.38544 -2.77587 0.0 0.0 0.0
H 0.70843 -6.74951 -0.83126 0.0 0.0 0.0
```
Forces are in eV/Å.

The HOMO energy comes out at -9.2498 eV. The value obtained for the electronic energy is -49641.73462 eV. As for the SMILES: CN(CCCCNC(=O)c1cc2nc(Cl)ccc2o1)C(=O)[C@](C)(O)CC(F)F. For the energy relative to the best compared isomer or geometry (same formula, charge and spin), the calculation gives 0.310 eV. The LUMO energy is -0.18 eV.